# C38H41Cl3N3O10PW

A molecular structure, C38H41Cl3N3O10PW in a non-equilibrium geometry (ωB97M-V with the def2-TZVPD basis set, the Open Molecules 2025 dataset).

```
! wB97M-V def2-TZVPD RIJCOSX def2/J DEFGRID3
* xyz 2 1
W 2.06 0.24 0.02
C 4.56 -1.97 3.24
O 5.48 -1.08 2.61
C 5.19 0.24 2.78
C 5.90 1.00 3.69
C 5.62 2.35 3.88
C 4.59 2.93 3.18
C 3.84 2.18 2.25
C 2.76 2.81 1.57
N 1.97 2.16 0.77
N 0.96 2.87 0.13
C 0.67 2.34 -1.02
O 1.37 1.28 -1.44
C -0.40 2.89 -1.84
C -1.03 4.08 -1.48
C -2.03 4.59 -2.28
C -2.42 3.91 -3.44
C -1.79 2.73 -3.80
C -0.78 2.21 -3.00
C 4.19 0.84 2.01
O 3.59 0.12 1.03
H 4.64 -1.89 4.33
H 4.83 -2.97 2.93
H 3.53 -1.74 2.96
H 6.68 0.51 4.27
H 6.20 2.93 4.58
H 4.33 3.97 3.34
H 2.57 3.87 1.71
H -0.72 4.59 -0.58
H -2.52 5.52 -2.02
H -3.19 4.32 -4.07
H -2.09 2.21 -4.70
H -0.28 1.29 -3.27
C 1.53 -2.18 -4.47
C 1.25 -3.33 -3.54
O 1.44 -2.99 -2.13
P 0.86 -1.67 -1.45
O -0.62 -2.05 -1.04
C -1.22 -3.37 -0.94
C -2.52 -3.39 -1.71
O 1.70 -1.89 0.07
C 2.50 -3.11 0.37
C 3.94 -3.07 -0.10
H 1.40 -2.51 -5.50
H 2.55 -1.81 -4.35
H 0.84 -1.35 -4.28
H 1.94 -4.15 -3.71
H 0.24 -3.70 -3.67
H -1.40 -3.54 0.13
H -0.53 -4.12 -1.31
H -3.21 -2.64 -1.33
H -2.98 -4.38 -1.61
H -2.34 -3.20 -2.77
H 1.97 -3.94 -0.08
H 2.44 -3.21 1.45
H 3.98 -3.03 -1.19
H 4.44 -3.98 0.22
H 4.47 -2.22 0.31
Cl 3.24 1.16 -4.24
C 4.61 0.76 -3.14
Cl 5.78 2.05 -3.15
Cl 5.34 -0.77 -3.61
C 3.91 0.64 -1.79
O 3.29 -0.45 -1.49
O 3.84 1.60 -1.02
C -7.44 -1.08 0.62
C -6.26 -0.37 0.02
C -6.40 0.32 -1.18
C -5.32 0.96 -1.77
C -4.09 0.94 -1.14
C -3.95 0.28 0.08
N -2.64 0.30 0.66
C -2.30 0.75 1.88
C -3.24 1.40 2.71
C -2.91 1.78 3.98
C -1.64 1.50 4.54
C -0.69 0.92 3.76
C -0.97 0.58 2.40
C 0.10 0.19 1.60
O 1.30 -0.08 1.99
O 0.05 0.17 0.28
C -5.02 -0.41 0.67
C -4.86 -1.22 1.92
H -8.34 -0.92 0.02
H -7.64 -0.72 1.63
H -7.26 -2.15 0.68
H -7.37 0.36 -1.66
H -5.44 1.47 -2.71
H -3.24 1.45 -1.57
H -1.90 0.01 0.05
H -4.22 1.61 2.30
H -3.64 2.31 4.58
H -1.42 1.78 5.56
H 0.31 0.74 4.12
H -5.39 -0.76 2.76
H -3.82 -1.35 2.21
H -5.30 -2.21 1.77
*
```

Computed properties:
HOMO in Eh: -0.46706
E in Eh: -4177.9368
Orbital gap in eV: 5.02

# C38H41CrF6N3O2SSb2

A molecular structure, C38H41CrF6N3O2SSb2 (ωB97M-V with the def2-TZVPD basis set, the Open Molecules 2025 dataset).

```
! wB97M-V def2-TZVPD RIJCOSX def2/J DEFGRID3
* xyz 0 5
Cr 0.40 2.15 -0.40
N 1.00 2.03 1.62
C 2.46 2.23 1.69
C 3.12 1.41 0.60
N 2.46 1.72 -0.69
H 0.53 2.80 2.09
H 0.71 1.16 2.07
H 2.86 1.98 2.67
H 2.65 3.29 1.51
H 2.99 0.35 0.79
H 4.19 1.61 0.56
H 2.63 0.98 -1.37
H 2.82 2.58 -1.08
O 0.12 2.22 -2.33
N -1.04 2.65 -2.84
C -1.08 2.79 -4.18
C -2.21 3.22 -4.80
C -3.33 3.51 -4.01
C -3.27 3.34 -2.66
C -2.10 2.89 -2.03
S -1.94 2.66 -0.34
H -0.15 2.55 -4.68
H -2.22 3.33 -5.87
H -4.25 3.86 -4.47
H -4.13 3.54 -2.02
C 2.07 -2.07 -2.24
C 0.69 -2.11 -2.90
C -0.12 -0.86 -2.57
Sb -0.43 -0.38 -0.40
C -1.05 -0.42 1.82
C -1.08 -1.66 2.46
C -1.57 -1.82 3.75
C -2.06 -0.73 4.45
C -2.07 0.52 3.84
C -1.57 0.66 2.54
C -2.44 -1.17 -0.63
C -3.55 -0.63 0.02
C -4.79 -1.24 -0.06
C -4.94 -2.44 -0.76
C -3.85 -2.99 -1.40
C -2.61 -2.35 -1.35
Sb 1.74 -2.17 0.01
C 0.99 -4.16 -0.34
C -0.31 -4.57 -0.03
C -0.72 -5.88 -0.24
C 0.17 -6.81 -0.76
C 1.47 -6.42 -1.07
C 1.87 -5.11 -0.87
C 1.99 -2.67 2.18
C 2.08 -3.98 2.64
C 2.26 -4.23 4.00
C 2.34 -3.17 4.90
C 2.27 -1.86 4.44
C 2.10 -1.62 3.08
H 2.59 -1.14 -2.47
H 2.71 -2.91 -2.48
H 0.17 -3.02 -2.59
H 0.83 -2.20 -3.98
H -1.13 -0.91 -2.98
H 0.37 0.01 -2.99
H -0.69 -2.54 1.96
H -1.55 -2.80 4.22
H -2.44 -0.84 5.46
H -2.46 1.38 4.36
H -1.62 1.65 2.10
H -3.45 0.28 0.59
H -5.64 -0.80 0.44
H -5.91 -2.93 -0.79
H -3.95 -3.92 -1.95
H -1.78 -2.80 -1.87
H -1.03 -3.86 0.37
H -1.73 -6.17 0.01
H -0.15 -7.84 -0.92
H 2.17 -7.15 -1.47
H 2.89 -4.83 -1.12
H 2.01 -4.82 1.95
H 2.32 -5.25 4.36
H 2.47 -3.37 5.96
H 2.33 -1.03 5.13
H 2.03 -0.59 2.74
C 0.12 6.39 -0.14
C 1.16 5.30 -0.45
O 0.74 4.10 0.03
C 2.48 5.69 0.26
F 3.51 4.90 -0.10
F 2.86 6.95 0.02
F 2.34 5.57 1.59
C 1.40 5.28 -1.98
F 1.95 6.41 -2.43
F 2.19 4.27 -2.37
F 0.23 5.13 -2.62
H 0.07 6.54 0.94
H -0.84 6.03 -0.48
H 0.35 7.35 -0.61
*
```

Computed properties:
Expectation value of S²: 6.11
HOMO (alpha / beta) in Eh: -0.22815 / -0.24667
Relative energy (zero: lowest compared OMol25 entry of this formula, charge and spin) in kcal per mole: 69.00
E in Eh: -4309.6488
Orbital gap (alpha / beta) in eV: 6.41 / 6.41

# C38H41I2NO2PSbSc

A molecular structure, C38H41I2NO2PSbSc in a non-equilibrium geometry (ωB97M-V with the def2-TZVPD basis set, the Open Molecules 2025 dataset).

```
! wB97M-V def2-TZVPD RIJCOSX def2/J DEFGRID3
* xyz -1 1
Sc 1.30 1.41 0.04
I 5.29 1.71 -3.12
C 4.80 0.14 -1.81
C 5.59 -0.99 -1.74
C 5.21 -2.03 -0.91
I 6.42 -3.76 -0.90
C 4.06 -1.95 -0.11
C 3.59 -2.98 0.74
C 2.44 -2.79 1.47
C 1.75 -1.58 1.36
N 2.15 -0.59 0.57
C 3.27 -0.77 -0.18
C 3.62 0.31 -1.07
O 2.89 1.36 -1.16
H 6.49 -1.07 -2.34
H 4.15 -3.90 0.82
H 2.06 -3.57 2.11
H 0.86 -1.40 1.95
O -0.57 1.37 -0.66
C -1.55 0.68 -0.21
C -2.00 -0.39 -1.11
C -3.29 -0.90 -1.00
C -3.68 -2.01 -1.72
C -2.76 -2.66 -2.54
C -1.48 -2.17 -2.67
C -1.08 -1.02 -1.97
P 0.56 -0.23 -2.21
C 1.54 -1.58 -3.00
C 1.54 -2.86 -2.47
C 2.37 -3.85 -2.97
C 3.24 -3.56 -4.01
C 3.30 -2.27 -4.51
C 2.47 -1.28 -4.01
C 0.10 0.75 -3.70
C -0.05 2.13 -3.61
C -0.44 2.88 -4.71
C -0.66 2.26 -5.93
C -0.50 0.88 -6.04
C -0.13 0.14 -4.93
H -4.00 -0.39 -0.36
H -4.69 -2.38 -1.64
H -3.06 -3.55 -3.10
H -0.78 -2.67 -3.32
H 0.87 -3.09 -1.63
H 2.34 -4.85 -2.55
H 3.90 -4.33 -4.39
H 4.01 -2.03 -5.29
H 2.54 -0.27 -4.39
H 0.13 2.62 -2.66
H -0.56 3.95 -4.62
H -0.97 2.84 -6.79
H -0.66 0.39 -6.99
H -0.02 -0.94 -5.02
C 2.14 2.89 1.33
H 2.75 2.66 2.21
H 2.44 3.91 1.01
C -2.00 1.25 5.92
C -0.88 0.98 4.93
C -0.16 -0.32 5.28
Sb -1.31 0.87 2.69
C -3.46 0.29 2.62
C -4.42 0.73 3.72
C -3.49 -1.23 2.49
C -1.62 3.04 2.39
C -3.05 3.48 2.63
C -0.69 3.88 3.26
H -1.59 1.43 6.92
H -2.66 0.38 6.00
H -2.60 2.11 5.64
H -0.15 1.79 5.00
H -0.84 -1.18 5.18
H 0.22 -0.31 6.31
H 0.69 -0.50 4.61
H -3.77 0.74 1.67
H -4.16 0.28 4.67
H -5.44 0.40 3.47
H -4.45 1.81 3.84
H -3.16 -1.70 3.42
H -2.84 -1.57 1.69
H -4.51 -1.59 2.28
H -1.36 3.18 1.34
H -3.31 3.38 3.68
H -3.76 2.91 2.03
H -3.17 4.54 2.36
H -0.88 3.72 4.32
H -0.84 4.94 3.05
H 0.35 3.64 3.03
*
```

Computed properties:
HOMO (alpha / beta) in Eh: -0.07549 / -0.07374
Relative energy (zero: lowest compared OMol25 entry of this formula, charge and spin) in kcal per mole: 44.36
E in Eh: -3615.5275
Orbital gap (alpha / beta) in eV: 3.99 / 3.95

# C38H42As2FeN3O8S3

A molecular structure, C38H42As2FeN3O8S3 in a non-equilibrium geometry (ωB97M-V with the def2-TZVPD basis set, the Open Molecules 2025 dataset).

```
! wB97M-V def2-TZVPD RIJCOSX def2/J DEFGRID3
* xyz 1 5
Fe 3.50 0.97 1.85
C 1.58 -1.71 4.36
C 2.72 -0.78 4.73
S 4.06 -0.47 3.49
C 4.77 -2.11 3.29
C 4.88 -2.63 1.86
S 3.32 -3.17 1.07
C 2.59 -4.46 2.08
C 1.22 -3.93 2.40
S 1.41 -2.07 2.59
H 1.64 -2.65 4.95
H 0.63 -1.20 4.55
H 2.38 0.17 5.06
H 3.36 -1.17 5.52
H 5.77 -2.00 3.78
H 4.17 -2.74 3.89
H 5.42 -1.93 1.14
H 5.49 -3.56 1.94
H 2.65 -5.36 1.49
H 3.16 -4.60 2.99
H 0.47 -4.13 1.66
H 0.86 -4.37 3.34
C 6.40 -0.13 -1.17
C 5.88 0.17 0.13
N 4.66 0.81 0.30
C 3.92 1.13 -0.87
C 4.42 0.85 -2.15
C 5.66 0.17 -2.28
C 3.62 1.17 -3.29
C 2.37 1.75 -3.11
C 1.83 1.89 -1.81
C 2.57 1.60 -0.68
N 2.16 1.48 0.61
C 1.16 2.18 1.24
C -0.19 2.41 0.93
C -1.05 3.16 1.79
C -0.53 3.85 2.85
C 0.78 3.63 3.24
C 1.31 4.03 4.55
C 2.62 3.79 4.87
C 3.33 2.85 4.11
N 2.86 2.36 2.96
C 1.62 2.74 2.48
H 7.32 -0.68 -1.21
H 6.47 -0.07 1.02
H 6.01 -0.18 -3.24
H 3.95 0.84 -4.25
H 1.72 1.99 -3.97
H 0.87 2.32 -1.71
H -0.58 1.85 0.08
H -2.08 3.17 1.58
H -1.06 4.70 3.34
H 0.63 4.63 5.18
H 3.11 4.23 5.79
H 4.30 2.54 4.44
C -2.19 -4.41 -5.43
O -2.58 -3.23 -4.66
C -2.02 -3.17 -3.37
O -1.34 -4.06 -2.87
C -2.35 -1.82 -2.64
C -2.52 -0.66 -3.36
As -4.43 0.01 -3.09
C -4.27 1.85 -3.90
C -4.20 0.65 -1.27
C -3.77 -0.25 -0.34
As -2.38 -1.66 -0.71
C -3.70 -3.14 -0.38
C -4.04 -0.23 1.18
O -3.23 -0.68 1.98
O -5.14 0.47 1.50
C -5.31 0.88 2.86
C -4.98 1.87 -0.90
O -4.42 2.91 -0.56
O -6.32 1.69 -1.07
C -7.09 2.79 -0.58
C -1.44 -0.08 -4.27
O -0.31 0.27 -3.89
O -1.85 0.02 -5.54
C -0.93 0.52 -6.50
H -2.22 -4.09 -6.48
H -2.91 -5.22 -5.29
H -1.18 -4.70 -5.05
H -3.61 2.51 -3.35
H -5.31 2.11 -3.86
H -3.94 1.71 -4.94
H -4.44 -3.25 -1.15
H -4.29 -2.89 0.53
H -3.23 -4.13 -0.29
H -6.26 0.45 3.23
H -5.32 2.00 2.83
H -4.44 0.45 3.40
H -7.14 3.58 -1.32
H -6.79 3.20 0.38
H -8.10 2.42 -0.43
H -0.33 1.36 -6.13
H -1.56 0.85 -7.26
H -0.25 -0.29 -6.80
*
```

Computed properties:
Expectation value of S²: 6.08
HOMO (alpha / beta) in Eh: -0.28860 / -0.30514
Relative energy (zero: lowest compared OMol25 entry of this formula, charge and spin) in kcal per mole: 85.99
E in Eh: -9168.7484
Orbital gap (alpha / beta) in eV: 4.94 / 2.66

# C38H42As2KN7O5S

A molecular structure, C38H42As2KN7O5S in a non-equilibrium geometry (ωB97M-V with the def2-TZVPD basis set, the Open Molecules 2025 dataset).

```
! wB97M-V def2-TZVPD RIJCOSX def2/J DEFGRID3
* xyz 0 1
K -0.05 -0.37 0.00
C -3.54 3.33 -0.87
C -3.53 3.65 -2.21
C -2.78 2.87 -3.08
C -2.05 1.81 -2.56
N -2.03 1.53 -1.26
C -2.77 2.26 -0.44
C -1.28 0.89 -3.44
C -1.71 0.60 -4.73
C -0.99 -0.31 -5.49
C 0.13 -0.90 -4.93
C 0.48 -0.55 -3.64
N -0.19 0.33 -2.91
H -4.13 3.90 -0.16
H -4.10 4.49 -2.59
H -2.75 3.10 -4.13
H -2.74 1.96 0.60
H -2.61 1.06 -5.12
H -1.31 -0.56 -6.49
H 0.71 -1.63 -5.48
H 1.35 -1.00 -3.17
O 1.89 -1.55 0.82
C 2.52 -2.56 0.56
C 2.21 -3.53 -0.46
C 3.16 -4.52 -0.70
C 2.98 -5.42 -1.72
C 1.83 -5.38 -2.53
C 0.88 -4.43 -2.31
C 0.99 -3.46 -1.24
O 0.08 -2.62 -1.03
N 3.98 -6.44 -1.96
O 3.74 -7.28 -2.81
O 4.93 -6.49 -1.19
H 3.44 -2.79 1.14
H 4.06 -4.57 -0.10
H 1.73 -6.10 -3.33
H -0.01 -4.38 -2.92
S -2.28 3.01 7.15
N -2.23 3.67 5.67
C -1.34 2.98 4.97
C -0.97 3.23 3.59
C -1.52 4.28 2.84
C -1.12 4.42 1.53
C -0.21 3.50 1.01
N 0.33 2.52 1.71
C -0.04 2.39 2.98
C 0.60 1.29 3.75
N 1.51 0.56 3.11
C 2.12 -0.40 3.78
C 1.86 -0.69 5.12
C 0.91 0.05 5.78
C 0.26 1.07 5.09
C -0.75 1.92 5.70
N -1.20 1.83 6.94
H -2.23 4.94 3.29
H -1.52 5.20 0.90
H 0.09 3.55 -0.03
H 2.84 -0.97 3.21
H 2.40 -1.49 5.61
H 0.66 -0.14 6.81
C -2.62 -2.95 0.85
As -2.14 -1.64 2.17
C -3.55 -1.59 3.48
C -0.62 -2.34 3.11
O -1.88 -0.14 1.53
H -2.79 -3.91 1.34
H -1.81 -3.03 0.13
H -3.53 -2.62 0.36
H -3.63 -2.53 4.01
H -4.49 -1.36 2.97
H -3.32 -0.78 4.18
H -0.89 -3.28 3.59
H -0.32 -1.61 3.86
H 0.20 -2.49 2.41
C 4.03 -0.66 -2.12
C 4.14 0.39 -1.02
As 2.49 1.46 -0.81
C 2.56 2.31 -2.59
C 1.55 3.45 -2.70
C 3.35 2.96 0.14
C 3.93 2.57 1.49
H 4.92 -1.28 -2.17
H 3.90 -0.20 -3.10
H 3.18 -1.33 -1.95
H 4.97 1.07 -1.21
H 4.33 -0.09 -0.05
H 2.34 1.55 -3.34
H 3.58 2.67 -2.76
H 0.54 3.09 -2.49
H 1.54 3.89 -3.70
H 1.77 4.25 -1.99
H 2.60 3.74 0.27
H 4.13 3.37 -0.52
H 3.16 2.09 2.10
H 4.31 3.44 2.02
H 4.75 1.86 1.38
*
```

Computed properties:
HOMO in Eh: -0.27804
Relative energy (zero: lowest compared OMol25 entry of this formula, charge and spin) in kcal per mole: 0.16
E in Eh: -7702.3974
Orbital gap in eV: 7.00